{"formula": "C4H10N2Si", "method": "wB97M-V/def2-TZVPD", "energy_ha": -557.2378, "gap_ev": [7.233, 7.926], "s2": 2.0187, "multiplicity": 3, "total_charge": 0, "homo_ha": [-0.2308, -0.3348], "symbols": ["C", "C", "C", "C", "N", "N", "Si", "H", "H", "H", "H", "H", "H", "H", "H", "H", "H"], "coordinates": [[-0.9200, 0.4191, -0.6885], [-0.1100, -0.6479, -1.2213], [-0.3978, 0.2331, 1.6846], [1.7207, -2.0564, -0.8708], [-0.9766, 0.9393, 0.5026], [0.5664, -1.3192, -0.3743], [-1.7069, 2.4771, 0.6120], [-1.1638, 1.1011, -1.4840], [0.0288, -0.6467, -2.3862], [0.2777, 0.9643, 2.1545], [-1.2314, 0.1688, 2.4071], [0.0933, -0.6699, 1.3077], [1.7332, -2.7076, -1.7967], [2.6100, -1.3856, -0.9758], [1.7783, -2.8893, -0.0278], [-1.1930, 2.9162, -0.6158], [-1.1090, 3.1036, 1.7726]]}

{"formula": "C48H38N5O2PSTc", "method": "wB97M-V/def2-TZVPD", "energy_ha": -3095.9809, "gap_ev": [5.997, 5.832], "s2": 3.8111, "multiplicity": 4, "total_charge": 2, "homo_ha": [-0.4559, -0.4634], "symbols": ["Tc", "C", "O", "C", "C", "C", "C", "C", "C", "N", "N", "C", "C", "O", "C", "C", "C", "C", "C", "C", "C", "C", "H", "H", "H", "H", "H", "H", "H", "H", "H", "H", "H", "H", "H", "C", "N", "C", "C", "N", "C", "S", "C", "C", "C", "C", "C", "N", "H", "H", "H", "H", "H", "H", "H", "H", "H", "C", "C", "C", "C", "C", "C", "P", "C", "C", "C", "C", "C", "C", "C", "C", "C", "C", "C", "C", "C", "C", "C", "C", "H", "H", "H", "H", "H", "H", "H", "H", "H", "H", "H", "H", "H", "H", "H", "H"], "coordinates": [[0.1941, -1.3179, -0.1372], [0.4503, 2.5080, -3.0987], [-0.0063, 1.3973, -2.3121], [-1.2205, 0.8727, -2.6805], [-1.7392, 1.0330, -3.9617], [-2.9685, 0.4931, -4.2928], [-3.6988, -0.2087, -3.3467], [-3.1873, -0.3651, -2.0734], [-1.9489, 0.1624, -1.7236], [-1.4455, -0.0859, -0.4014], [-2.2676, 0.2639, 0.5142], [-1.9280, 0.3191, 1.8084], [-0.5800, 0.2585, 2.2864], [0.4064, -0.2074, 1.6001], [-0.3016, 0.7762, 3.5869], [-1.3065, 1.1444, 4.4171], [-2.6828, 1.0657, 4.0365], [-3.7069, 1.3828, 4.9446], [-5.0225, 1.3150, 4.5575], [-5.3397, 0.9401, 3.2466], [-4.3506, 0.6262, 2.3415], [-3.0029, 0.6774, 2.7232], [0.7615, 2.1917, -4.0948], [1.2819, 2.9315, -2.5549], [-0.3432, 3.2513, -3.1677], [-1.1887, 1.5903, -4.7047], [-3.3586, 0.6326, -5.2916], [-4.6639, -0.6262, -3.5977], [-3.7501, -0.9025, -1.3214], [0.7367, 0.8373, 3.8840], [-1.0727, 1.5158, 5.4083], [-3.4440, 1.6866, 5.9502], [-5.8107, 1.5547, 5.2575], [-6.3765, 0.8997, 2.9396], [-4.6063, 0.3465, 1.3289], [4.1502, -1.8918, 2.6376], [2.7962, -2.2736, 3.0251], [2.2834, -2.2099, 4.3067], [0.9819, -2.5396, 4.2348], [0.7075, -2.8146, 2.8992], [1.8319, -2.6223, 2.1684], [2.0230, -2.8117, 0.4768], [-0.5892, -3.1644, 2.4348], [-1.3194, -4.0563, 3.2019], [-2.6344, -4.3129, 2.8539], [-3.1664, -3.6672, 1.7511], [-2.3497, -2.8277, 1.0221], [-1.0707, -2.5759, 1.3371], [4.7672, -1.8719, 3.5309], [4.1319, -0.9069, 2.1735], [4.5486, -2.6180, 1.9351], [2.8920, -1.9420, 5.1516], [0.2260, -2.5964, 4.9963], [-0.8572, -4.5386, 4.0510], [-3.2274, -5.0048, 3.4359], [-4.1907, -3.8181, 1.4432], [-2.7223, -2.3251, 0.1418], [5.8298, 0.4576, -2.3647], [5.3232, -0.8284, -2.4973], [3.9706, -1.0654, -2.3242], [3.1249, 0.0009, -2.0004], [3.6376, 1.2877, -1.8392], [4.9923, 1.5122, -2.0343], [1.3939, -0.4467, -1.8306], [0.0515, 2.5208, 0.4092], [-0.8736, 3.5022, 0.1813], [-0.3723, 4.7952, 0.0175], [0.9956, 5.0333, 0.0936], [1.8828, 3.9940, 0.3434], [1.4053, 2.6909, 0.5119], [0.8524, -1.1447, -3.3358], [1.2576, -0.7731, -4.6049], [0.6584, -1.3843, -5.7100], [-0.2787, -2.3762, -5.5216], [-0.6557, -2.8165, -4.2332], [-1.4970, -3.9380, -4.0259], [-1.6800, -4.4033, -2.7583], [-1.1162, -3.7345, -1.6436], [-0.3890, -2.5711, -1.7618], [-0.1083, -2.1649, -3.1089], [6.8847, 0.6368, -2.5225], [5.9814, -1.6492, -2.7474], [3.5764, -2.0672, -2.4469], [2.9977, 2.1043, -1.5497], [5.3937, 2.5099, -1.9210], [-1.9370, 3.3016, 0.1213], [-1.0559, 5.6146, -0.1656], [1.3706, 6.0404, -0.0286], [2.9444, 4.1941, 0.4268], [2.0793, 1.8692, 0.7295], [2.0321, -0.0274, -4.7424], [0.9504, -1.0951, -6.7098], [-0.7171, -2.8673, -6.3822], [-1.9394, -4.4401, -4.8765], [-2.2623, -5.2996, -2.5890], [-1.2602, -4.2009, -0.6783]]}

{"formula": "C4H2Cl2IN", "method": "wB97M-V/def2-TZVPD", "energy_ha": -1426.4041, "gap_ev": 7.733, "smiles": "Clc1ccn(I)c1Cl", "total_charge": 0, "homo_ha": -0.3158, "symbols": ["C", "C", "C", "C", "N", "Cl", "Cl", "I", "H", "H"], "coordinates": [[-0.1358, -0.8071, 0.0424], [0.8097, 0.2358, 0.1337], [0.6521, -1.9780, -0.1144], [1.9553, -1.7108, -0.0396], [2.0404, -0.2737, 0.0953], [-0.0287, -3.6147, -0.0952], [3.3382, -2.6334, 0.1112], [3.8127, 0.7133, 0.0153], [-1.2536, -0.8724, -0.0700], [0.7084, 1.4036, 0.2294]]}

{"formula": "C20H28F3O2Zr", "method": "wB97M-V/def2-TZVPD", "energy_ha": -1275.7780, "gap_ev": 8.398, "total_charge": 1, "homo_ha": -0.4521, "symbols": ["O", "C", "C", "H", "H", "C", "H", "H", "C", "H", "H", "H", "C", "H", "H", "H", "Zr", "C", "C", "C", "H", "C", "C", "H", "H", "H", "H", "C", "C", "C", "H", "C", "C", "H", "H", "H", "H", "O", "C", "C", "H", "H", "C", "H", "H", "C", "H", "H", "H", "H", "F", "C", "F", "F"], "coordinates": [[-0.0970, 0.0545, 0.3458], [0.9522, -0.2223, -0.6943], [0.2528, 0.6749, -1.6948], [0.9425, -1.2907, -0.9198], [1.9303, 0.1264, -0.3228], [-0.8079, 0.9442, -0.6332], [-0.2238, 0.1090, -2.4892], [0.8451, 1.5357, -2.0293], [-2.1612, 0.3114, -0.9154], [-2.0506, -0.7736, -1.0347], [-2.6405, 0.7351, -1.8112], [-2.8246, 0.4950, -0.0617], [-0.8703, 2.3810, -0.1593], [0.1383, 2.7867, -0.0126], [-1.4323, 2.4559, 0.7838], [-1.3921, 2.9931, -0.9118], [-0.0030, 0.0654, 2.5928], [0.7699, 1.6065, 4.3411], [1.6933, 0.5224, 4.1952], [2.2614, 0.6123, 2.8747], [2.0249, -0.1460, 4.9882], [1.6677, 1.7394, 2.2077], [0.7233, 2.3396, 3.1091], [0.1776, 3.2655, 2.9380], [0.2876, 1.8860, 5.2735], [3.0999, 0.0236, 2.5116], [1.9989, 2.1552, 1.2573], [-1.4435, -0.2726, 4.5105], [-1.9272, 0.9111, 3.8610], [-2.3595, 0.5602, 2.5501], [-2.0564, 1.8923, 4.3177], [-2.1686, -0.8634, 2.3833], [-1.5857, -1.3690, 3.6001], [-1.4484, -2.4167, 3.8495], [-1.1342, -0.3632, 5.5545], [-2.9084, 1.2107, 1.8701], [-2.5138, -1.4654, 1.5495], [0.4949, -0.9450, -3.7332], [-0.0306, -0.1057, -4.8187], [0.3613, -0.6982, -6.1709], [0.3823, 0.9179, -4.7285], [-1.1227, -0.0321, -4.7187], [1.3648, -1.8089, -5.8498], [0.7853, 0.0510, -6.8414], [-0.5117, -1.1149, -6.6803], [1.2319, -2.0422, -4.3368], [2.3710, -1.4859, -6.1397], [1.1506, -2.7127, -6.4120], [2.2222, -2.1011, -3.8663], [0.6981, -2.9755, -4.1240], [1.1698, -2.7164, 3.9285], [1.0568, -2.1562, 2.6623], [2.3308, -2.2080, 2.1320], [0.3286, -3.0761, 1.9224]]}